Entry 1:
{
  "formula": "C3F21O13P2PdS4",
  "method": "wB97M-V/def2-TZVPD",
  "symbols": ["Pd", "S", "O", "O", "O", "O", "C", "F", "F", "F", "S", "O", "O", "O", "C", "F", "F", "F", "S", "O", "O", "O", "C", "F", "F", "F", "S", "O", "O", "O", "P", "F", "F", "F", "F", "F", "F", "P", "F", "F", "F", "F", "F", "F"],
  "coordinates": [[15.67810, -17.67573, 14.48225], [15.93988, -17.55590, 17.84026], [16.26865, -16.46269, 18.70639], [16.93514, -18.68829, 17.92601], [14.63881, -18.10244, 18.24617], [15.83141, -17.06614, 16.49721], [18.18745, -21.73387, 15.70974], [18.62397, -21.13263, 16.86659], [19.11059, -22.50579, 15.30015], [17.05013, -22.38009, 15.92409], [17.86881, -20.35941, 14.29924], [17.12004, -21.00779, 13.24179], [17.08075, -19.26513, 14.87849], [19.17867, -19.79169, 13.89760], [15.87520, -18.93038, 9.88787], [14.72967, -18.76215, 9.36606], [15.95608, -20.12712, 10.50675], [16.78217, -18.91994, 8.88382], [16.47424, -17.44621, 11.07198], [15.75663, -16.25836, 10.48458], [16.00123, -17.69786, 12.45379], [17.94817, -17.38918, 10.95248], [18.10077, -14.06957, 12.42895], [17.38793, -12.95829, 12.88418], [17.51020, -14.59913, 11.41185], [19.24723, -13.71531, 12.01198], [18.24704, -15.29378, 13.94823], [18.58545, -14.47085, 15.16480], [16.94753, -15.91184, 14.18897], [19.27458, -16.34416, 13.70681], [13.44381, -20.22520, 14.50147], [14.16062, -19.00936, 15.34744], [12.76792, -20.69908, 15.85896], [12.24932, -19.18011, 14.10159], [12.77219, -21.37101, 13.52963], [14.28918, -19.61140, 13.28201], [14.69164, -21.21692, 14.89893], [13.17385, -15.33904, 13.58069], [13.57466, -16.27920, 12.35151], [12.21544, -14.38724, 12.59828], [11.93976, -16.35105, 14.01904], [12.84274, -14.32369, 14.82373], [14.17277, -16.11365, 14.64411], [14.44487, -14.37394, 13.16843]],
  "forces_ev_per_angstrom": [[0.94, 0.21, 2.26], [0.03, -5.10, 2.72], [1.28, 2.50, 1.77], [-0.15, 1.24, -0.02], [-1.35, -0.34, 0.47], [0.08, 1.68, -3.75], [-2.19, 5.49, -0.01], [-0.55, -1.00, -0.91], [2.28, -2.76, -0.81], [0.27, -0.60, 0.46], [0.11, 3.67, -1.11], [0.79, -1.46, 0.31], [0.72, -1.75, 0.86], [-0.60, -2.31, 0.87], [3.61, 0.82, 3.11], [-2.76, 0.15, -0.97], [-0.27, 0.48, -0.60], [0.21, -0.46, -0.69], [-0.52, 2.90, 1.25], [1.26, -2.88, 0.06], [0.69, -0.86, -4.42], [-2.24, -0.79, -0.51], [-2.69, -1.37, 3.43], [0.82, -0.75, -0.88], [-1.34, -0.20, -0.78], [3.55, 1.79, -0.59], [1.46, -2.49, 4.68], [0.00, 0.13, -3.10], [0.26, 1.56, -1.50], [-0.97, 2.62, -1.08], [2.36, 1.62, -0.13], [-0.71, -0.44, 0.79], [-1.54, -0.40, -0.20], [-0.38, -1.11, 0.56], [-0.04, 0.11, 0.77], [-0.19, -1.13, -1.26], [-0.82, 0.03, -0.75], [1.37, 0.70, 0.46], [-0.79, -0.11, 0.50], [-0.23, -0.83, 0.45], [0.67, 1.35, -0.69], [-0.62, -0.15, -0.43], [-1.13, 0.31, -0.83], [-0.70, -0.10, 0.23]],
  "spin_multiplicity": 3,
  "e_lumo_ev": [10.0, 10.0],
  "orbital_gap_ev": [3.6, 3.6],
  "e_tot_ev": -152192.0010,
  "max_force_ev_per_a": 5.91,
  "total_charge": -5
}

=====

Entry 2:
{
  "formula": "C3F2IN",
  "method": "wB97M-V/def2-TZVPD",
  "symbols": ["N", "C", "C", "F", "C", "F", "I"],
  "coordinates": [[-0.58749, 2.52992, -0.20621], [-0.21854, 1.44120, -0.30941], [0.43708, 0.21858, -0.49402], [1.25109, 0.00405, -1.49555], [-0.10471, -1.14677, 0.33878], [0.54335, -2.23075, 0.13500], [-1.32079, -0.81623, 2.03142]],
  "forces_ev_per_angstrom": [[-0.26, -0.10, 0.13], [0.42, 0.44, -0.38], [-2.75, -6.42, 4.07], [0.28, 0.17, -0.40], [1.38, 7.37, -2.68], [0.31, -1.04, 0.04], [0.61, -0.42, -0.77]],
  "spin_multiplicity": 1,
  "relative_energy_ev": 0.0000,
  "e_lumo_ev": [-0.9, -1.1],
  "orbital_gap_ev": [8.3, 7.9],
  "e_tot_ev": -18132.5972,
  "max_force_ev_per_a": 8.09
}

=====

Entry 3:
{
  "formula": "C3F2O",
  "method": "wB97M-V/def2-TZVPD",
  "symbols": ["C", "C", "C", "O", "F", "F"],
  "coordinates": [[0.26189, 0.21210, 0.05893], [-0.22684, 1.37315, 0.01706], [0.58248, -1.07462, 0.06519], [0.68158, -2.21773, 0.07682], [-1.93644, -0.57601, -0.04508], [0.12127, 2.64036, -0.06001]],
  "forces_ev_per_angstrom": [[-0.50, 0.64, -0.05], [1.68, 1.15, -0.18], [-2.28, -1.08, 0.00], [0.80, 1.36, -0.01], [1.06, -0.17, 0.07], [-0.75, -1.90, 0.18]],
  "spin_multiplicity": 1,
  "relative_energy_ev": 3.5466,
  "e_lumo_ev": [-2.0, -2.6],
  "orbital_gap_ev": [8.7, 6.7],
  "e_tot_ev": -10586.4987,
  "max_force_ev_per_a": 2.53
}

=====

Entry 4:
{
  "formula": "C3F4O2",
  "method": "wB97M-V/def2-TZVPD",
  "symbols": ["F", "C", "F", "C", "F", "F", "O", "C", "O"],
  "coordinates": [[-1.00846, -0.33088, 1.35913], [0.01259, 0.34982, 1.04349], [-0.18494, 1.50043, 0.35154], [1.29994, 0.03113, 1.28481], [1.67630, -0.95747, 2.10475], [2.28339, 0.82856, 0.87932], [-0.46808, -0.81113, -1.69579], [-1.33518, -0.43699, -2.36483], [-2.27556, -0.17348, -2.96241]],
  "forces_ev_per_angstrom": [[-1.76, -0.72, 0.37], [4.07, 1.66, -0.81], [-0.62, -1.22, 0.47], [-1.37, 0.38, 0.52], [-0.07, 0.57, -0.86], [-0.24, -0.66, 0.33], [0.64, 0.25, 0.00], [0.23, -1.00, 1.01], [-0.88, 0.75, -1.02]],
  "spin_multiplicity": 1,
  "relative_energy_ev": 0.2181,
  "e_lumo_ev": 0.4,
  "orbital_gap_ev": 10.2,
  "e_tot_ev": -18074.8672,
  "max_force_ev_per_a": 4.47
}

=====

Entry 5:
{
  "formula": "C3FN3",
  "method": "wB97M-V/def2-TZVPD",
  "symbols": ["N", "C", "C", "C", "N", "N", "F"],
  "coordinates": [[-2.49912, -0.40654, -0.00971], [-1.36534, -0.37449, -0.00433], [0.05546, -0.29571, 0.05810], [0.47847, 1.06643, 0.01095], [0.98714, 2.09708, -0.04037], [0.82504, -1.34060, -0.07254], [2.16163, -1.16162, 0.02424]],
  "forces_ev_per_angstrom": [[-1.65, 0.06, -0.06], [1.13, -1.18, 0.12], [1.82, -0.26, -0.94], [1.61, 0.65, 0.44], [-0.43, -0.19, -0.02], [-2.01, -0.16, 0.62], [-0.47, 1.08, -0.16]],
  "spin_multiplicity": 1,
  "relative_energy_ev": 0.0000,
  "e_lumo_ev": -1.9,
  "orbital_gap_ev": 10.3,
  "e_tot_ev": -10294.5274,
  "max_force_ev_per_a": 2.11
}

=====

Entry 6:
{
  "formula": "C3H10BN",
  "method": "wB97M-V/def2-TZVPD",
  "symbols": ["C", "B", "C", "C", "H", "H", "H", "H", "H", "H", "H", "N", "H", "H", "H"],
  "coordinates": [[-0.39148, -1.65635, -1.42517], [-0.88092, -0.54476, -0.89142], [-1.56927, 0.69406, -0.46477], [-0.66871, 1.45225, 0.57316], [0.57826, -1.39344, -1.87231], [-0.51509, -2.64352, -1.50360], [-2.43228, 0.24176, -0.04656], [-1.82044, 1.31964, -1.31089], [-0.04098, 0.87701, 1.23663], [0.01022, 2.08468, -0.06406], [-1.27815, 2.20718, 1.20563], [2.43932, -0.47744, 1.14102], [2.17510, -0.67810, 2.09786], [1.62768, -0.15505, 0.69061], [2.76674, -1.32793, 0.63386]],
  "forces_ev_per_angstrom": [[2.35, 1.29, -0.81], [-1.03, 0.54, -0.14], [1.98, 0.98, 1.02], [-1.18, 2.71, -0.58], [0.02, 0.19, -0.10], [-0.90, -3.52, -0.02], [-1.36, -0.09, 0.67], [-0.31, 0.20, 0.01], [-0.21, -0.46, 0.08], [-0.41, -0.51, 0.83], [0.95, -1.27, -0.94], [1.50, -0.95, -0.01], [0.21, -0.36, -0.12], [-1.07, 0.33, -0.79], [-0.54, 0.91, 0.93]],
  "spin_multiplicity": 1,
  "relative_energy_ev": 3.1801,
  "e_lumo_ev": 0.5,
  "orbital_gap_ev": 9.2,
  "e_tot_ev": -5437.3334,
  "max_force_ev_per_a": 3.63
}

=====

Entry 7:
{
  "formula": "C3H10BNO",
  "method": "wB97M-V/def2-TZVPD",
  "symbols": ["C", "B", "O", "N", "C", "C", "H", "H", "H", "H", "H", "H", "H", "H", "H", "H"],
  "coordinates": [[1.07766, -0.78190, -1.74714], [-0.43808, -0.73585, -0.60671], [-1.63149, -1.44231, -0.78818], [-0.29471, 0.18578, 0.50070], [0.82247, 0.85966, 0.91573], [-1.34873, 0.03686, 1.46233], [0.68059, -1.25499, -2.60262], [1.80251, -1.44393, -1.38519], [1.34348, 0.28173, -1.64631], [-1.58782, -2.28650, -1.16753], [1.11949, 0.53028, 1.87393], [1.58911, 0.88855, 0.23875], [0.47837, 1.86668, 1.25526], [-2.21916, -0.34882, 0.93690], [-1.16854, -0.63180, 2.26887], [-1.76925, 1.01284, 1.78480]],
  "forces_ev_per_angstrom": [[-4.08, 0.85, 3.18], [3.04, 0.47, -0.91], [0.74, 2.13, 1.06], [-2.92, -3.64, -2.40], [-1.18, 2.69, 2.57], [-2.09, 1.60, -0.76], [-0.18, 0.48, -1.63], [1.27, -0.69, 0.95], [0.17, -0.65, -1.15], [0.32, -1.53, -1.09], [1.07, -1.15, 1.10], [1.87, 0.17, -1.53], [0.54, 0.15, -0.86], [0.07, -0.32, 0.10], [0.58, -0.35, 0.97], [0.78, -0.24, 0.41]],
  "spin_multiplicity": 1,
  "relative_energy_ev": 1.2000,
  "e_lumo_ev": 0.6,
  "orbital_gap_ev": 9.4,
  "e_tot_ev": -7487.7253,
  "max_force_ev_per_a": 5.25
}

=====

Entry 8:
{
  "formula": "C3H10FN2",
  "method": "wB97M-V/def2-TZVPD",
  "symbols": ["C", "C", "C", "N", "N", "F", "H", "H", "H", "H", "H", "H", "H", "H", "H", "H"],
  "coordinates": [[0.30559, -1.52987, 1.31566], [0.16885, 1.15855, -0.17192], [0.16434, -0.40330, -0.32402], [1.12403, -1.00310, -1.12182], [-1.14340, 1.75808, 0.08687], [-1.21725, -0.67919, -0.78373], [-0.54029, -1.30593, 1.88790], [1.23380, -1.14979, 1.59740], [0.39059, -2.48220, 0.90999], [0.62752, 1.41708, -1.14084], [0.90271, 1.31564, 0.58772], [1.01861, -2.03441, -1.16627], [1.15039, -0.68793, -2.04588], [-1.76709, 1.04238, -0.24560], [-1.28424, 2.60718, -0.42540], [-1.13416, 1.97682, 1.03992]],
  "forces_ev_per_angstrom": [[-0.38, 3.86, -4.22], [2.75, -2.62, -1.98], [-1.73, -3.24, 3.50], [-0.49, -0.64, 1.11], [1.60, -0.49, -1.34], [0.56, 0.48, 0.05], [-0.98, 0.08, 1.01], [1.34, 0.43, 1.14], [-0.21, -1.65, -0.59], [-0.57, 0.87, 0.37], [0.17, 0.83, 0.62], [0.21, 1.07, 0.41], [0.17, 0.89, -1.80], [-1.33, -0.72, 0.21], [-0.10, 0.68, -0.52], [-1.00, 0.17, 2.03]],
  "spin_multiplicity": 1,
  "relative_energy_ev": 1.7759,
  "e_lumo_ev": -3.7,
  "orbital_gap_ev": 10.4,
  "e_tot_ev": -8962.3994,
  "max_force_ev_per_a": 5.73,
  "total_charge": 1
}